# C5H13N2O

A gas-phase ion, C5H13N2O (charge -2) (ωB97M-V with the def2-TZVPD basis set, OMol25).

Geometry (Å):
1 C -0.15162 -2.13323 1.01973
2 O -0.11779 -2.08299 2.30026
3 C 0.29528 -0.50544 0.47694
4 C -0.93654 0.03417 -0.22164
5 C -0.92821 1.47328 -0.75000
6 C 0.45867 1.78258 -1.47434
7 N 0.49449 1.12310 -2.79273
8 N 0.75346 0.29901 1.64073
9 H -1.11270 -2.41847 0.63129
10 H 0.52935 -2.98457 0.62097
11 H 1.19731 -0.79095 -0.04224
12 H -1.72255 -0.20149 0.50331
13 H -1.05259 -0.58635 -1.11409
14 H -1.16989 2.19836 0.13123
15 H -1.78151 1.63409 -1.39141
16 H 0.62660 2.83573 -1.61883
17 H 1.25717 1.38871 -0.68513
18 H 0.54399 0.12927 -2.77237
19 H 1.26629 1.49672 -3.26010
20 H 0.00526 0.67475 2.11886
21 H 1.19445 -0.57485 2.23623

As for the charge: -2. For the molar mass, the calculation gives 117.17 g/mol. The HOMO energy (alpha / beta) is 4.172 / 0.159 eV. As for the multiplicity: 2. The calculation puts the gap between HOMO and LUMO (alpha / beta) at 2.7 / 6.7 eV. The value obtained for the relative energy (zero: lowest compared OMol25 entry of this formula, charge and spin) is 40.8 kcal per mole. The expectation value of S² is 0.7508.

***

# C3H7NO2

A gas-phase ion, C3H7NO2 (charge +1) (ωB97M-V with the def2-TZVPD basis set, OMol25).

Geometry (Å):
1 C -0.34165 0.28124 -0.79833
2 C 0.30294 -0.67727 0.17276
3 C 0.53468 0.18950 1.46213
4 O 1.78409 0.86487 1.24013
5 O -0.04302 0.12360 2.49162
6 N -1.50347 -0.34300 -1.42405
7 H 0.43825 0.49957 -1.70269
8 H -0.45583 1.14388 -0.25235
9 H 1.29734 -1.07269 -0.29576
10 H -0.38716 -1.38812 0.53151
11 H 2.48317 0.51442 1.74862
12 H -1.75395 -0.11857 -2.34585
13 H -2.35539 -0.01741 -0.82774

As for the charge: +1. For the molar mass, the calculation gives 89.09 g/mol. The HOMO energy (alpha / beta) is -15.203 / -15.087 eV. As for the multiplicity: 2. The calculation puts the gap between HOMO and LUMO (alpha / beta) at 11.2 / 5.3 eV. The value obtained for the relative energy (zero: lowest compared OMol25 entry of this formula, charge and spin) is 59.5 kcal per mole. The expectation value of S² is 0.7547.

***

# CF3I2P

A single CF3I2P molecule (ωB97M-V with the def2-TZVPD basis set, OMol25).

Geometry (Å):
1 C -0.36316 0.06270 -0.02362
2 F 0.12482 0.36388 1.14740
3 F -0.27911 1.22074 -0.68510
4 F -1.55859 -0.39674 0.26045
5 P 0.44416 -1.43719 -1.04727
6 I 5.27176 0.48870 0.06519
7 I 2.61813 -1.29507 0.04305

For the molar mass, the calculation gives 353.79 g/mol. The HOMO energy (alpha / beta) is -9.661 / -9.362 eV. The calculation puts the gap between HOMO and LUMO (alpha / beta) at 7.3 / 6.3 eV. The value obtained for the relative energy (zero: lowest compared OMol25 entry of this formula, charge and spin) is 58.7 kcal per mole.

***

Which of these has the highest relative energy (zero: lowest compared OMol25 entry of this formula, charge and spin)?
C3H7NO2